# 1
A cluster of 2 separate species, C5H10NO4S in total at a distorted geometry, computed with ωB97M-V with the def2-TZVPD basis set.

Each atom is followed by the atoms it is bonded to, with distances in Å.
Geometry (Å):
1 C 0.22458 -2.23520 -0.06531  C5 1.467, O7 1.189, O8 1.296
2 C 2.38995 0.03616 1.39631  C4 1.558, H12 1.114, H13 1.173, H14 1.062
3 C 0.33208 -0.10513 -1.53635  C5 1.486, H15 1.112, H16 1.160, H17 1.131
4 C 0.89854 -0.06923 0.95865  C2 1.558, C5 1.501, H18 1.134, H19 1.070
5 C 0.66839 -0.85627 -0.29869  C1 1.467, C3 1.486, C4 1.501, O8 1.499
6 N -2.11068 2.23716 -0.01207  S11 1.921, H20 1.044, H21 1.037
7 O -0.64271 -3.03854 0.06221  C1 1.189
8 O 1.50665 -2.09367 -0.18619  C1 1.296, C5 1.499
9 O -2.45125 -0.01062 -1.34921  S11 1.503
10 O -3.55269 0.12058 0.81484  S11 1.466
11 S -2.28676 0.32784 0.10561  N6 1.921, O9 1.503, O10 1.466
12 H 2.80345 1.01307 1.73725  C2 1.114
13 H 2.93771 -0.00441 0.35974  C2 1.173
14 H 2.55674 -0.81060 2.01603  C2 1.062
15 H 1.10033 0.65973 -1.78402  C3 1.112
16 H -0.77648 0.23505 -1.50727  C3 1.160
17 H 0.35713 -0.74252 -2.46989  C3 1.131
18 H 0.33160 -0.60016 1.78524  C4 1.134
19 H 0.50395 0.91276 0.80299  C4 1.070
20 H -1.75679 2.34712 -0.98833  N6 1.044
21 H -3.03376 2.67686 0.15845  N6 1.037

The relative energy (zero: lowest compared OMol25 entry of this formula, charge and spin) is 1.854 eV. As for the charge: -1. The calculation puts the total energy at -25861.5129 eV. The value obtained for the strongest force on any atom is 0.07621 hartree/bohr.

And the Mulliken charges, in e, turn out to be:
1. C 0.120
2. C -1.095
3. C -1.109
4. C -0.199
5. C 0.981
6. N -0.669
7. O -0.574
8. O -0.487
9. O -0.702
10. O -0.651
11. S 0.605
12. H 0.334
13. H 0.245
14. H 0.300
15. H 0.276
16. H 0.167
17. H 0.368
18. H 0.347
19. H 0.276
20. H 0.224
21. H 0.245



# 2
The molecule C14H10N6O6 at a distorted geometry, computed with ωB97M-V with the def2-TZVPD basis set.

Each atom is followed by the atoms it is bonded to, with distances in Å.
Geometry (Å):
1 C -3.62222 1.62159 1.05375  C2 1.482, H11 1.104, H12 1.101, H13 1.098
2 C -2.26941 2.02412 0.60195  C1 1.482, N3 1.317, N10 1.357
3 N -1.23786 2.30370 1.37194  C2 1.317, C4 1.443, C28 1.733
4 C -0.12222 2.59269 0.50307  N3 1.443, C5 1.388, C9 1.393
5 C -0.60663 2.52017 -0.79546  C4 1.388, C6 1.364, N10 1.381
6 C 0.17944 2.72993 -1.89083  C5 1.364, C7 1.376, H14 1.058
7 C 1.51237 3.01221 -1.69536  C6 1.376, C8 1.387, H15 1.081
8 C 2.01783 3.06700 -0.40508  C7 1.387, C9 1.389, H16 1.064
9 C 1.22928 2.85261 0.71760  C4 1.393, C8 1.389, H17 1.085
10 N -1.94124 2.17844 -0.70555  C2 1.357, C5 1.381, H18 0.989
11 H -3.66977 1.47466 2.14671  C1 1.104
12 H -4.35251 2.38192 0.73694  C1 1.101
13 H -3.87450 0.68105 0.54585  C1 1.098
14 H -0.23145 2.68278 -2.86446  C6 1.058
15 H 2.17953 3.19489 -2.52589  C7 1.081
16 H 3.05266 3.26869 -0.26170  C8 1.064
17 H 1.59014 2.85730 1.74116  C9 1.085
18 H -2.60171 2.04717 -1.43021  N10 0.989
19 O -5.00200 2.30836 7.12713  N20 1.248
20 N -4.23120 1.42174 6.70568  O19 1.248, O21 1.254, C22 1.477
21 O -4.30232 0.24491 7.13230  N20 1.254
22 C -3.22379 1.68346 5.65778  N20 1.477, C23 1.405, C34 1.436
23 C -2.47277 0.68340 5.01842  C22 1.405, C24 1.434, H35 1.096
24 C -1.71206 0.91386 3.82539  C23 1.434, N25 1.436, C28 1.528
25 N -0.67513 -0.06107 3.63171  C24 1.436, O26 1.257, O27 1.256
26 O -0.78060 -1.16977 4.21431  N25 1.257
27 O 0.34515 0.20109 2.94724  N25 1.256
28 C -1.42460 2.22377 3.09329  N3 1.733, C24 1.528, C29 1.461, H36 1.138
29 C -2.21832 3.15320 3.89325  C28 1.461, N30 1.384, C34 1.419
30 N -2.11107 4.52537 3.75105  C29 1.384, O31 1.221, O32 1.435
31 O -1.49365 5.24695 2.98347  N30 1.221
32 O -2.97934 5.11155 4.73143  N30 1.435, N33 1.330
33 N -3.51957 4.16267 5.49028  O32 1.330, C34 1.368
34 C -3.00388 2.97029 5.06034  C22 1.436, C29 1.419, N33 1.368
35 H -2.47962 -0.29649 5.50822  C23 1.096
36 H -0.31994 2.48733 3.16793  C28 1.138

The relative energy (zero: lowest compared OMol25 entry of this formula, charge and spin) is 1.396 eV. The calculation puts the total energy at -35893.9758 eV. The value obtained for the strongest force on any atom is 0.07633 hartree/bohr.

And the Mulliken charges, in e, turn out to be:
1. C -1.103
2. C 0.706
3. N 0.367
4. C 0.524
5. C 0.433
6. C -0.867
7. C -0.473
8. C -0.751
9. C -0.485
10. N -0.066
11. H 0.134
12. H 0.358
13. H 0.420
14. H 0.452
15. H 0.403
16. H 0.421
17. H 0.438
18. H 0.187
19. O -0.562
20. N 0.903
21. O -0.615
22. C -0.758
23. C -0.319
24. C -0.796
25. N 0.957
26. O -0.667
27. O -0.594
28. C 0.155
29. C -0.194
30. N 0.833
31. O -0.746
32. O -0.194
33. N -0.507
34. C 1.032
35. H 0.569
36. H 0.407



# 3
The molecule C20H19F4N3O4S, computed with ωB97M-V with the def2-TZVPD basis set.

Each atom is followed by the atoms it is bonded to, with distances in Å.
Geometry (Å):
1 C -0.75396 -4.75473 0.73599  C2 1.516, H33 1.086, H34 1.087, H35 1.086
2 C -0.12088 -3.48808 1.27725  C1 1.516, O3 1.433, H36 1.094, H37 1.095
3 O 0.17058 -2.62862 0.16770  C2 1.433, C4 1.311
4 C 0.35838 -1.35918 0.43742  O3 1.311, O5 1.200, C6 1.565
5 O 0.17674 -0.79832 1.48231  C4 1.200
6 C 0.67036 -0.54131 -0.86030  C4 1.565, N7 1.443, N17 1.430, C29 1.559
7 N 1.97861 0.04996 -0.72004  C6 1.443, C8 1.361, H38 1.009
8 C 2.93381 -0.54580 0.04471  N7 1.361, O9 1.214, C10 1.484
9 O 2.70065 -1.56792 0.65685  C8 1.214
10 C 4.24635 0.14662 0.08289  C8 1.484, C11 1.393, C16 1.393
11 C 4.73893 0.88740 -0.98881  C10 1.393, C12 1.382, H39 1.080
12 C 5.97870 1.49281 -0.90241  C11 1.382, C13 1.385, H40 1.078
13 C 6.71234 1.35318 0.26347  C12 1.385, F14 1.345, C15 1.384
14 F 7.91492 1.94963 0.34942  C13 1.345
15 C 6.25068 0.61149 1.33734  C13 1.384, C16 1.381, H41 1.078
16 C 5.01572 0.00218 1.23550  C10 1.393, C15 1.381, H42 1.079
17 N -0.29736 0.49229 -1.06142  C6 1.430, C18 1.362, H43 1.040
18 C -1.57196 0.51331 -0.58307  N17 1.362, S19 1.735, C22 1.390
19 S -2.51177 -0.90784 -0.25768  C18 1.735, C20 1.733
20 C -3.86811 0.09088 0.14820  S19 1.733, C21 1.354, C28 1.488
21 C -3.61344 1.41491 0.02604  C20 1.354, C22 1.428, C26 1.500
22 C -2.28341 1.69521 -0.41014  C18 1.390, C21 1.428, C23 1.457
23 C -1.63536 2.97943 -0.64435  C22 1.457, N24 1.349, O25 1.235
24 N -2.38169 4.08836 -0.45891  C23 1.349, H44 1.002, H45 1.006
25 O -0.45589 3.08054 -0.99727  C23 1.235
26 C -4.83364 2.21214 0.37938  C21 1.500, C27 1.548, H46 1.094, H47 1.092
27 C -5.78025 1.15602 1.00035  C26 1.548, C28 1.544, H48 1.090, H49 1.088
28 C -5.25889 -0.23099 0.56809  C20 1.488, C27 1.544, H50 1.094, H51 1.090
29 C 0.70267 -1.44558 -2.12977  C6 1.559, F30 1.349, F31 1.332, F32 1.333
30 F 1.00741 -0.68647 -3.20187  C29 1.349
31 F -0.46478 -2.02796 -2.39954  C29 1.332
32 F 1.63245 -2.39901 -2.07863  C29 1.333
33 H -0.07483 -5.23904 0.04039  C1 1.086
34 H -1.67610 -4.51636 0.21271  C1 1.087
35 H -0.97142 -5.43312 1.55569  C1 1.086
36 H 0.82331 -3.69282 1.79128  C2 1.094
37 H -0.79048 -2.95686 1.96174  C2 1.095
38 H 2.14635 0.92528 -1.19332  N7 1.009
39 H 4.17862 0.97023 -1.90798  C11 1.080
40 H 6.38222 2.06494 -1.72269  C12 1.078
41 H 6.85567 0.51703 2.22487  C15 1.078
42 H 4.62337 -0.59182 2.04616  C16 1.079
43 H 0.03123 1.47561 -1.14873  N17 1.040
44 H -3.34969 4.04360 -0.20408  N24 1.002
45 H -1.94970 4.98212 -0.62138  N24 1.006
46 H -5.27615 2.65386 -0.51868  C26 1.094
47 H -4.62943 3.00892 1.09727  C26 1.092
48 H -5.73698 1.23253 2.08653  C27 1.090
49 H -6.81228 1.31321 0.69292  C27 1.088
50 H -5.83231 -0.63433 -0.27120  C28 1.094
51 H -5.29932 -0.95747 1.37981  C28 1.090

The relative energy (zero: lowest compared OMol25 entry of this formula, charge and spin) is 0.000 eV. The calculation puts the total energy at -55415.8687 eV. The SMILES is CCOC(=O)[C@](NC(=O)c1ccc(F)cc1)(Nc1sc2c(c1C(N)=O)CCC2)C(F)(F)F. The value obtained for the strongest force on any atom is 0.01466 hartree/bohr.

And the Mulliken charges, in e, turn out to be:
1. C -1.165
2. C -0.368
3. O -0.174
4. C -0.534
5. O -0.576
6. C 1.495
7. N -0.308
8. C 0.457
9. O -0.569
10. C 0.138
11. C -0.326
12. C -0.723
13. C 0.364
14. F -0.318
15. C -0.577
16. C -0.436
17. N -0.330
18. C 0.769
19. S -0.135
20. C 0.148
21. C 0.373
22. C -1.187
23. C 0.930
24. N -0.328
25. O -0.841
26. C -0.820
27. C -0.811
28. C -0.565
29. C 0.493
30. F -0.343
31. F -0.214
32. F -0.241
33. H 0.311
34. H 0.277
35. H 0.422
36. H 0.306
37. H 0.357
38. H 0.444
39. H 0.488
40. H 0.447
41. H 0.436
42. H 0.429
43. H 0.562
44. H 0.130
45. H 0.229
46. H 0.317
47. H 0.370
48. H 0.310
49. H 0.330
50. H 0.249
51. H 0.305